1.
Here is a molecular structure, C29H30O2P2S2Ti from the Open Molecules 2025 dataset. Energies are from wB97M-V/def2-TZVPD.

Properties
HOMO-LUMO gap (spin up / spin down)   6.382 / 7.446 eV
Expectation value of S²   2.005
LUMO level (spin up / spin down)   0.235 / 0.218 eV
Multiplicity   3
HOMO energy (spin up / spin down)   -6.15 / -7.23 eV

Each line ends with the Löwdin charge.
Atoms and positions in Å:
P1 -0.097 -1.027 -1.590  0.407
C1 3.469 1.984 2.044  -0.056
C2 -4.137 -0.779 -2.036  -0.085
H1 -0.258 -6.662 -2.206  0.099
H2 0.051 -5.675 0.038  0.099
H3 -1.047 1.098 -3.391  0.071
H4 -0.483 -5.198 -4.183  0.101
C3 -4.239 1.945 0.272  -0.086
H5 4.126 1.735 2.881  0.103
H6 -0.388 -2.739 -3.918  0.103
H7 1.135 -1.166 2.310  0.087
H8 -2.317 2.657 -0.390  0.073
H9 5.459 0.504 1.327  0.139
C4 -0.128 -2.830 -1.789  -0.352
Ti1 2.019 0.625 -0.667  0.392
C5 0.913 -0.345 2.982  -0.093
C6 -4.205 -0.002 1.683  -0.085
H10 3.676 3.559 -1.396  0.099
H11 3.044 2.713 -2.830  0.095
O1 3.429 0.898 1.123  -0.298
C7 0.177 0.728 2.496  -0.364
H12 1.937 -1.181 4.674  0.101
C8 -0.004 -3.652 -0.678  -0.086
C9 -4.913 0.992 1.020  -0.093
H13 -3.325 1.834 -4.031  0.102
C10 -2.852 1.916 0.190  -0.100
S1 0.439 2.528 0.018  0.289
C11 -0.129 1.795 3.338  -0.102
H14 -4.730 -0.747 2.268  0.101
C12 4.673 0.516 0.564  -0.184
S2 1.285 -0.304 -2.908  0.295
H15 -4.790 2.714 -0.253  0.105
C13 -0.221 -5.587 -2.087  -0.094
C14 -4.304 0.309 -2.884  -0.093
H16 -2.732 -2.037 -1.018  0.114
P2 -0.333 0.774 0.749  0.407
H17 0.125 -3.193 0.295  0.086
H18 -5.000 -1.303 -1.645  0.105
H19 0.073 2.622 5.304  0.102
H20 -5.301 0.630 -3.161  0.102
H21 -0.697 2.633 2.952  0.105
H22 3.811 2.905 1.565  0.097
H23 5.958 1.003 -1.079  0.140
O2 3.993 1.509 -1.493  -0.302
H24 -5.994 1.020 1.085  0.101
C15 -2.822 -0.040 1.595  -0.087
C16 -0.300 -3.388 -3.054  -0.094
C17 -3.197 0.985 -3.371  -0.083
C18 -1.917 0.575 -3.017  -0.100
H25 4.794 3.012 -2.684  0.100
C19 -2.862 -1.190 -1.682  -0.083
C20 0.248 -0.620 0.008  -0.602
H26 5.344 2.426 -0.217  0.128
C21 0.312 1.792 4.652  -0.085
C22 5.082 1.427 -0.578  -0.176
C23 -2.142 0.923 0.851  -0.338
H27 4.540 -0.505 0.200  0.136
C24 3.879 2.781 -2.136  -0.061
C25 -0.348 -4.764 -3.201  -0.084
H28 2.453 2.131 2.401  0.068
H29 -2.264 -0.820 2.101  0.112
C26 1.061 0.723 5.131  -0.094
C27 -1.745 -0.516 -2.175  -0.333
H30 1.406 0.724 6.158  0.099
C28 1.360 -0.345 4.299  -0.083
C29 -0.048 -5.034 -0.828  -0.086

***

2.
Here is 12 unconnected molecules or ions with the total composition C52H125NO31P6S5 from the Open Molecules 2025 dataset. Energies are from wB97M-V/def2-TZVPD.

Properties
HOMO-LUMO gap   7.491 eV
LUMO level   -1.081 eV
HOMO energy   -8.57 eV

Each line ends with the Löwdin charge.
Atoms and positions in Å:
H1 20.412 18.288 11.261  0.115
C1 23.374 11.631 10.800  -0.276
H2 22.600 23.563 23.163  0.111
C2 21.992 22.660 23.216  -0.212
H3 20.700 25.751 19.881  0.110
S1 18.850 9.733 20.195  0.864
H4 28.298 18.152 20.084  0.047
P1 20.173 16.631 19.578  0.492
H5 16.444 10.291 20.527  0.047
H6 24.655 19.642 11.403  0.078
H7 12.242 19.358 17.698  0.121
H8 24.885 16.274 17.349  0.060
C3 21.728 19.686 16.115  -0.223
O1 22.104 24.359 20.680  -0.190
H9 18.559 23.188 17.017  0.048
H10 21.723 20.748 16.361  0.042
H11 22.661 19.644 20.185  0.062
C4 22.876 21.696 24.001  -0.075
H12 15.020 16.870 22.969  0.047
O2 22.638 12.658 11.450  -0.207
H13 19.238 21.438 16.689  0.054
H14 24.573 12.782 9.433  0.066
C5 25.963 22.142 19.852  -0.076
H15 19.672 14.450 12.546  0.113
H16 24.832 15.257 14.275  0.095
H17 19.386 23.724 14.833  0.056
H18 16.237 18.609 24.808  0.053
H19 20.559 17.012 26.376  0.111
H20 27.912 18.180 21.848  0.053
O3 20.680 21.066 10.588  -0.226
C6 15.219 16.106 18.881  -0.230
C7 19.585 19.365 23.257  -0.232
C8 22.440 17.325 25.507  -0.066
O4 19.982 19.656 12.698  -0.202
O5 16.957 21.164 18.028  -0.567
H21 16.661 8.584 20.236  0.042
P2 22.634 12.727 13.050  0.539
H22 18.983 19.982 20.157  0.027
H23 23.691 15.541 11.389  0.075
H24 22.367 16.007 16.342  0.053
H25 20.896 15.536 15.489  0.069
C9 18.787 14.931 21.012  -0.279
H26 21.533 19.159 17.049  0.043
H27 23.386 22.197 24.824  0.083
H28 20.179 24.245 19.621  0.078
H29 20.013 23.778 22.250  0.033
C10 25.017 12.542 22.115  -0.047
O6 24.091 22.782 21.164  -0.188
C11 21.900 15.122 23.819  0.007
H30 22.723 10.763 10.695  0.115
H31 20.364 20.609 19.394  0.025
H32 16.696 14.878 21.596  0.079
H33 21.447 16.633 12.835  0.067
C12 24.059 15.022 13.543  -0.280
C13 21.232 17.648 13.168  -0.070
C14 24.414 15.639 12.199  -0.060
H34 22.164 18.210 13.101  0.049
H35 25.112 20.295 13.037  0.062
P3 23.271 12.961 19.337  0.493
H36 23.875 19.020 21.354  0.073
O7 18.989 17.029 18.757  -0.239
H37 23.173 21.633 10.987  0.116
C15 24.516 14.230 17.354  -0.249
H38 18.253 12.628 13.530  0.078
C16 20.026 13.486 12.912  -0.246
H39 18.548 14.528 20.027  0.114
C17 22.079 10.893 18.152  -0.184
H40 19.736 14.872 17.497  0.114
C18 23.392 16.878 24.561  -0.055
C19 18.852 11.424 20.984  -0.256
H41 26.356 11.954 20.397  0.126
C20 10.315 18.581 18.323  -0.073
H42 18.350 21.967 13.240  0.123
O8 12.531 17.622 18.536  -0.200
H43 17.348 17.436 24.270  0.023
H44 25.394 15.320 11.845  0.081
H45 20.020 12.863 12.018  0.112
H46 21.129 9.629 16.851  0.074
H47 20.746 11.220 16.430  0.063
H48 17.375 16.551 21.417  0.075
H49 22.279 19.225 21.974  0.058
H50 24.206 11.335 11.440  0.114
H51 16.986 9.205 21.811  0.049
H52 19.192 19.869 22.374  0.047
H53 24.914 11.567 22.591  0.079
H54 19.306 19.553 18.504  0.037
O9 24.522 12.026 19.797  -0.176
H55 25.431 19.654 17.081  0.044
H56 26.404 21.609 20.695  0.073
H57 28.895 15.844 19.514  0.052
C21 27.529 18.007 20.843  -0.223
O10 18.706 15.252 25.422  0.015
S2 18.203 21.759 18.696  0.826
C22 20.997 15.479 24.828  -0.132
C23 21.599 10.603 16.715  -0.055
O11 21.376 13.753 13.321  -0.223
C24 17.557 15.528 21.748  -0.045
C25 19.066 22.728 12.930  -0.272
H58 22.315 10.648 15.895  0.055
H59 13.728 17.069 24.121  0.085
H60 18.873 23.059 11.910  0.121
H61 19.160 14.161 21.687  0.102
H62 25.943 15.411 16.187  0.072
H63 13.631 16.027 22.638  0.072
H64 11.885 19.495 19.373  0.115
C26 17.117 18.497 24.175  -0.262
H65 22.904 10.330 18.588  0.115
H66 20.547 19.792 23.539  0.010
H67 21.019 17.551 14.233  0.048
H68 25.729 13.080 22.741  0.072
C27 20.136 18.301 12.315  -0.246
O12 21.139 15.622 18.785  -0.190
C28 24.354 19.527 17.192  -0.218
H69 24.234 11.221 8.792  0.076
C29 25.508 15.394 17.186  -0.042
O13 22.571 11.344 13.598  -0.240
H70 26.301 15.276 17.925  0.051
C30 20.816 15.004 17.562  -0.252
C31 25.126 23.322 20.317  -0.243
H71 22.685 18.168 26.134  0.104
S3 26.867 16.240 20.883  0.840
H72 20.853 16.896 16.538  0.065
H73 24.363 16.721 12.321  0.063
H74 23.528 21.077 23.385  0.072
H75 21.300 14.028 17.524  0.099
H76 25.466 21.386 19.244  0.053
H77 21.700 14.327 23.115  0.113
N1 19.797 14.655 25.069  -0.261
C32 14.829 15.807 17.390  -0.064
H78 19.774 18.305 23.086  0.043
H79 25.751 23.966 20.935  0.123
O14 23.526 17.843 15.231  -0.576
O15 19.833 13.427 24.714  0.041
H80 29.237 15.631 21.194  0.058
C33 19.765 24.655 21.653  -0.029
H81 19.194 17.770 12.456  0.119
C34 13.402 18.124 22.208  -0.302
C35 25.466 12.529 20.652  -0.310
H82 23.669 22.209 12.625  0.121
H83 23.175 15.430 14.034  0.082
C36 21.268 16.605 25.671  -0.008
O16 20.377 22.129 12.957  -0.205
C37 21.286 15.900 16.439  -0.055
H84 24.373 17.317 24.456  0.106
O17 17.976 21.047 24.616  -0.599
O18 18.900 9.938 18.673  -0.578
O19 24.026 13.598 13.403  -0.190
O20 21.171 17.854 19.933  -0.176
H85 10.124 18.265 17.297  0.073
H86 12.323 18.250 22.304  0.113
H87 22.945 12.534 8.898  0.077
H88 18.945 13.501 14.874  0.067
H89 18.100 12.098 20.574  0.050
H90 13.813 19.084 22.519  0.119
O21 11.604 16.364 20.573  -0.248
H91 18.108 24.417 13.798  0.089
C38 13.940 16.986 23.055  -0.064
H92 28.358 14.388 20.358  0.042
H93 15.439 17.152 19.094  0.116
H94 24.951 13.246 17.179  0.119
H95 25.614 13.562 20.338  0.081
O22 14.029 15.705 19.588  -0.217
P4 20.870 20.873 12.024  0.530
H96 23.137 17.318 19.833  0.112
H97 24.035 13.014 22.088  0.051
H98 22.309 20.933 24.535  0.054
H99 16.028 15.416 19.124  0.100
H100 19.818 24.605 13.395  0.084
H101 22.289 16.898 21.362  0.105
C39 23.444 21.343 12.002  -0.304
S4 23.455 19.329 15.546  0.874
C40 19.314 20.390 19.202  -0.250
C41 24.712 20.519 12.048  -0.075
O23 13.678 18.040 20.835  -0.200
C42 19.078 23.919 13.806  -0.078
S5 18.495 19.578 24.755  0.858
C43 22.381 17.625 20.556  -0.285
H102 16.946 18.654 23.110  0.050
C44 20.777 24.776 20.362  -0.218
H103 18.932 11.284 22.062  0.057
C45 11.803 18.808 18.530  -0.314
H104 24.008 20.420 17.712  0.024
O24 19.759 15.910 20.942  -0.184
O25 21.743 22.091 21.856  -0.197
H105 26.792 22.544 19.270  0.081
C46 28.464 15.469 20.443  -0.274
H106 18.731 24.620 21.310  0.069
H107 15.708 15.914 16.755  0.065
H108 23.820 14.249 16.516  0.097
H109 20.923 19.544 15.394  0.048
H110 14.146 16.539 16.959  0.064
H111 23.840 15.422 23.039  0.092
H112 24.192 18.592 17.728  0.032
O26 26.480 15.918 22.381  -0.584
C47 23.788 12.030 9.371  -0.063
H113 21.062 22.789 23.769  0.120
C48 19.159 22.328 17.314  -0.280
O27 22.332 22.039 19.412  -0.231
H114 20.082 22.540 17.853  0.023
C49 22.826 19.009 21.056  -0.039
H115 25.510 21.064 11.542  0.075
O28 22.182 13.152 20.334  -0.237
H116 21.197 10.902 18.792  0.075
H117 26.685 18.665 20.639  0.022
P5 12.886 16.857 19.974  0.597
H118 24.834 23.839 19.403  0.122
H119 19.690 11.994 14.501  0.064
O29 23.865 14.325 18.653  -0.189
P6 22.548 22.756 20.654  0.450
C50 17.090 9.442 20.752  -0.261
H120 19.871 25.485 22.352  0.064
H121 14.512 14.770 17.277  0.079
O30 22.667 12.250 18.029  -0.237
H122 19.804 11.892 20.732  0.017
C51 19.192 12.846 14.039  -0.046
O31 22.417 20.574 12.551  -0.217
H123 17.749 15.562 22.820  0.051
H124 9.934 17.871 19.058  0.072
H125 9.746 19.507 18.397  0.073
C52 23.117 15.797 23.748  -0.075

***

For the records above, the corresponding strongest force on any atom values read 0.00930, 0.08405 Eh/bohr.
For the records above, the corresponding energy values read -98019.1623, -230829.3115 eV.